Density functional theory data (the ωB97M-V functional and the def2-TZVPD basis) for a structure of composition C61H65CaN10O5PSSe.

CARTESIAN COORDINATES (ANGSTROEM)
1 Se 0.51 -3.42 -0.59
2 Ca -0.13 -0.83 0.99
3 S 0.60 0.22 3.49
4 P -0.78 -0.59 -3.10
5 O -2.98 -0.79 1.96
6 O -0.42 1.23 3.57
7 O -0.35 2.69 0.94
8 O -0.80 -1.34 -1.81
9 O 0.12 -1.14 3.70
10 N 1.37 0.15 2.08
11 N -3.36 1.47 2.19
12 N -1.62 -3.10 0.93
13 N 2.13 1.22 0.23
14 N 0.69 -3.43 2.33
15 N 1.48 -2.04 -0.26
16 N 2.12 2.32 2.34
17 N 1.81 -4.55 -0.36
18 N 5.23 1.53 6.92
19 N -1.55 0.75 1.07
20 C -1.69 -1.27 -5.79
21 C 2.80 -0.42 4.99
22 C 0.76 -4.97 4.65
23 C -2.09 -2.97 -3.93
24 C 1.86 1.26 1.55
25 C 1.88 0.56 4.68
26 C -1.32 2.05 1.29
27 C -1.14 4.00 3.52
28 C 2.84 3.48 0.39
29 C -1.73 0.99 -2.79
30 C -2.12 5.28 5.30
31 C -1.64 -3.85 2.03
32 C -1.03 -3.68 -6.09
33 C 5.17 -3.57 0.71
34 C 2.05 1.86 5.13
35 C -2.59 2.67 1.93
36 C -3.18 3.49 0.79
37 C 2.72 -2.44 0.06
38 C 5.01 -2.17 0.68
39 C -0.11 2.98 -2.57
40 C -2.80 -5.27 3.67
41 C -1.01 4.84 4.61
42 C 3.80 -1.60 0.36
43 C 4.09 1.19 6.23
44 C -0.42 -4.02 2.78
45 C 3.03 0.66 -4.62
46 C -2.50 4.64 0.39
47 C -1.52 2.76 -4.62
48 C 3.76 -0.68 -4.54
49 C -3.38 4.87 4.90
50 C -3.94 -3.52 0.60
51 C -1.07 -3.89 -4.58
52 C -3.99 -4.29 1.73
53 C 3.14 2.17 5.91
54 C -4.32 3.10 0.10
55 C -4.11 5.00 -1.36
56 C 1.89 -4.34 4.19
57 C 3.24 -1.51 -3.37
58 C 1.51 0.45 -4.72
59 C -1.65 -5.44 4.37
60 C -2.64 0.37 1.78
61 C 1.74 -1.70 -3.53
62 C 2.57 3.41 1.75
63 C -0.44 -4.82 3.95
64 C -3.52 4.01 3.82
65 C 4.14 -4.42 0.38
66 C -0.93 3.74 -3.60
67 C -0.67 -2.23 -6.40
68 C -2.40 3.56 3.13
69 C -0.97 1.94 -1.86
70 C -2.97 5.39 -0.68
71 C -2.43 1.77 -3.91
72 C 2.90 -3.87 0.03
73 C 1.03 -0.35 -3.51
74 C -2.73 -2.92 0.25
75 C -2.83 -4.48 2.49
76 C 1.80 -3.57 3.02
77 C -4.78 3.85 -0.97
78 C 2.61 2.31 -0.32
79 C 3.90 -0.11 5.76
80 C -1.92 -1.50 -4.30
81 H -2.86 -1.01 -4.03
82 H -2.02 -3.91 -6.51
83 H 3.65 -0.53 0.35
84 H 4.64 -0.86 5.98
85 H -5.66 3.54 -1.50
86 H -1.33 -4.93 -4.36
87 H 3.29 3.18 6.26
88 H -4.82 -3.36 -0.01
89 H -2.09 3.31 -5.37
90 H -0.08 -3.70 -4.15
91 H -4.91 -4.77 2.05
92 H -0.31 -4.35 -6.55
93 H 6.13 -3.98 1.00
94 H -4.47 5.58 -2.19
95 H -3.09 -3.28 -4.24
96 H 2.64 -1.42 4.62
97 H -0.72 2.24 -5.14
98 H -1.63 -6.05 5.26
99 H -4.51 3.71 3.50
100 H 2.82 2.25 -1.38
101 H 3.20 4.38 -0.08
102 H 2.74 4.25 2.41
103 H -0.63 -2.07 -7.48
104 H 4.25 -5.49 0.40
105 H -2.64 -2.29 -0.63
106 H 5.20 2.38 7.46
107 H 1.34 0.17 -2.58
108 H 3.60 -1.23 -5.47
109 H 4.83 -0.51 -4.44
110 H -0.36 1.35 -1.16
111 H -3.24 2.34 -3.45
112 H -4.26 5.24 5.41
113 H 0.75 2.51 -3.05
114 H 5.74 0.77 7.35
115 H -2.64 -1.41 -6.31
116 H 3.25 1.24 -3.72
117 H 1.55 -2.22 -4.47
118 H 0.79 -5.58 5.55
119 H -2.01 5.94 6.15
120 H 1.03 1.42 -4.78
121 H -0.30 4.48 -4.11
122 H -3.91 1.40 3.03
123 H -2.88 1.09 -4.64
124 H -2.52 0.53 -2.17
125 H 2.84 -4.44 4.69
126 H -2.02 -3.07 -2.85
127 H -0.28 3.66 2.97
128 H -4.83 2.20 0.41
129 H 1.32 2.60 4.84
130 H -1.71 2.48 -1.26
131 H -1.74 4.27 -3.10
132 H 1.29 -0.08 -5.65
133 H 2.67 -3.05 2.65
134 H -2.44 6.28 -0.98
135 H 3.38 1.23 -5.48
136 H -1.60 4.92 0.91
137 H 3.44 -0.99 -2.43
138 H 1.35 -2.33 -2.72
139 H -1.36 -0.24 -5.96
140 H -3.72 -5.75 3.99
141 H 3.74 -2.48 -3.34
142 H 5.85 -1.55 0.93
143 H 0.32 -2.02 -5.99
144 H 0.27 3.67 -1.81
145 H -0.02 5.17 4.91

Results
HOMO-LUMO gap = 7.43 eV
E = -193367.0298 eV
HOMO energy = -7.7827 eV
LUMO energy = -0.0129 Eh



Density functional theory data (the ωB97M-V functional and the def2-TZVPD basis) for a structure of composition C31H87F6N4O17S2.

CARTESIAN COORDINATES (ANGSTROEM)
1 S -0.86 0.42 0.24
2 S 1.62 0.99 0.07
3 F 2.64 -1.16 -1.25
4 F -2.47 -0.03 -1.75
5 F 4.06 0.31 -0.51
6 F 2.90 0.75 -2.30
7 F -3.50 0.37 0.08
8 F -2.62 2.06 -0.96
9 O 0.20 3.43 3.65
10 O 0.00 -2.80 -2.85
11 O -1.02 -1.43 -4.53
12 O -5.11 3.81 0.38
13 O -1.56 -3.67 -1.71
14 O -3.14 -2.11 3.12
15 O 2.71 1.44 4.53
16 O 2.18 -1.56 -3.37
17 O -0.94 1.38 1.35
18 O 0.08 1.60 -2.70
19 O 1.71 0.33 1.38
20 O 4.13 -4.37 -1.85
21 O -1.18 2.44 4.51
22 O -0.94 -0.97 0.63
23 O 5.11 2.87 -2.04
24 O -4.49 -0.17 -2.86
25 O 1.99 2.43 0.18
26 N 0.16 0.72 -0.86
27 N 5.24 -4.09 0.95
28 N 5.09 0.38 3.59
29 N -5.69 -2.59 0.49
30 C 4.50 -2.05 -0.07
31 C 2.68 0.50 3.42
32 C -3.11 -2.64 -4.26
33 C 3.66 -5.25 -2.80
34 C -1.57 1.67 3.35
35 C 3.99 0.58 2.65
36 C -2.35 -2.72 -1.05
37 C 4.10 -0.47 1.55
38 C -0.10 3.61 -1.30
39 C 1.00 2.99 2.61
40 C 0.89 -3.12 -1.84
41 C 3.62 4.20 -0.97
42 C 1.46 1.72 5.18
43 C -4.10 -2.75 2.30
44 C -2.30 -1.37 -3.94
45 C 3.37 -4.21 -0.70
46 C -3.13 2.79 1.21
47 C -5.39 1.78 -2.25
48 C -1.81 -2.12 2.63
49 C 1.23 4.17 1.63
50 C 4.05 -3.39 0.44
51 C 3.58 -1.53 -3.04
52 C -4.44 -2.01 1.00
53 C -2.99 1.06 3.58
54 C 2.90 0.15 -1.10
55 C -3.68 3.81 0.24
56 C -4.80 -0.55 1.18
57 C -4.24 0.80 -1.93
58 C 3.78 2.89 -1.68
59 C 0.75 2.75 -2.29
60 C -2.49 0.75 -0.66
61 H 1.79 4.99 2.07
62 H 3.52 2.04 -1.04
63 H -1.58 2.33 2.48
64 H 2.07 -2.21 -4.07
65 H 4.36 -5.27 -3.64
66 H 4.21 4.29 -0.06
67 H -1.71 -1.70 1.63
68 H -1.04 3.82 -1.82
69 H -3.33 -2.58 -5.32
70 H -1.89 -4.57 -1.63
71 H 4.98 -5.03 1.20
72 H 0.67 3.87 4.36
73 H -2.79 -0.48 -4.32
74 H -6.45 -2.25 1.08
75 H 0.55 -2.72 -0.88
76 H 5.11 -2.17 -0.96
77 H -3.94 0.10 1.33
78 H 3.27 -5.21 -0.28
79 H -5.49 4.41 -0.27
80 H 0.42 2.17 2.20
81 H -5.35 2.11 -3.29
82 H 5.19 -0.60 3.82
83 H -3.56 1.96 3.80
84 H -1.25 -1.46 3.28
85 H 2.67 -4.96 -3.15
86 H -3.35 -2.69 -1.48
87 H -6.38 1.32 -2.24
88 H -3.02 0.34 4.39
89 H -2.46 -3.14 -0.05
90 H -3.25 4.81 0.30
91 H 4.07 -1.51 1.89
92 H -3.66 -2.23 0.26
93 H -2.06 2.75 1.01
94 H -4.35 0.50 -0.89
95 H -0.37 2.90 4.31
96 H 5.37 2.00 -2.35
97 H -3.39 0.67 2.64
98 H -1.24 -3.05 2.73
99 H 4.11 -1.62 -3.98
100 H -3.37 3.52 -0.77
101 H -2.48 -3.50 -4.04
102 H 1.99 2.69 2.95
103 H -4.06 -2.83 -3.76
104 H -0.24 3.11 -0.34
105 H 0.69 2.02 4.46
106 H 2.42 -0.53 3.69
107 H 3.52 -6.29 -2.51
108 H 5.05 -1.47 0.68
109 H 3.35 -0.28 0.78
110 H 1.96 0.78 2.65
111 H -5.89 -2.08 -0.36
112 H 3.71 -0.62 -2.44
113 H 0.50 4.48 -1.04
114 H 3.66 -1.45 -0.42
115 H 5.96 -4.20 0.26
116 H 3.80 -2.32 -2.32
117 H 0.25 4.51 1.27
118 H -4.99 -2.90 2.91
119 H 1.14 -4.17 -1.70
120 H 0.97 3.26 -3.24
121 H 0.10 1.11 -1.87
122 H -2.00 -1.69 -1.07
123 H -3.56 1.79 1.25
124 H 5.04 -0.48 0.99
125 H 4.11 1.62 2.35
126 H -0.88 0.87 3.09
127 H 2.39 -3.77 -0.89
128 H 3.96 5.07 -1.54
129 H -5.55 -0.41 1.96
130 H -3.12 3.08 2.26
131 H 1.65 2.56 5.84
132 H -0.91 -2.92 -2.58
133 H 1.68 2.45 -1.80
134 H -5.34 2.69 -1.65
135 H -2.26 -1.26 -2.85
136 H -3.33 1.37 -2.08
137 H 1.10 0.85 5.74
138 H 1.86 -2.65 -2.01
139 H 4.68 0.78 4.43
140 H 3.33 -3.35 1.25
141 H -3.75 -3.77 2.14
142 H 2.58 4.31 -0.66
143 H -5.24 -0.14 0.27
144 H -4.16 0.11 -3.72
145 H -1.06 -1.32 -5.48
146 H 1.77 3.81 0.75
147 H 3.18 2.86 -2.59

Results
HOMO-LUMO gap = 7.97 eV
Charge = -1
E = -112257.6876 eV
HOMO energy = -5.7543 eV
LUMO energy = 0.0813 Eh



Density functional theory data (the ωB97M-V functional and the def2-TZVPD basis) for a structure of composition C28H47NO3PSiV.

CARTESIAN COORDINATES (ANGSTROEM)
1 V -0.90 -0.28 -0.28
2 P -2.80 0.19 -1.67
3 Si 2.14 0.31 -0.27
4 O -2.41 -0.77 1.23
5 O -1.33 -2.88 -2.16
6 O -0.56 -2.71 0.63
7 N -0.25 1.70 0.34
8 C 2.42 -0.28 1.50
9 C 1.16 1.96 -0.10
10 C -0.98 2.74 2.55
11 C 2.30 -1.92 3.29
12 C -1.52 -3.95 -1.25
13 C 6.26 0.52 -0.90
14 C -4.00 1.52 -1.24
15 C 3.96 1.03 -2.35
16 C 2.09 -1.56 1.96
17 C -0.42 -3.16 -3.21
18 C -2.33 0.73 -3.36
19 C 3.23 0.25 3.73
20 C 5.20 1.20 -2.94
21 C 5.02 0.34 -0.31
22 C 3.01 0.60 2.41
23 C -0.34 1.55 1.83
24 C 3.85 0.60 -1.02
25 C -0.45 4.06 2.00
26 C -0.47 -3.89 -0.16
27 C -3.54 0.07 1.42
28 C 0.89 -0.61 -1.31
29 C -0.73 4.16 0.48
30 C -2.64 -2.11 1.64
31 C 6.36 0.95 -2.22
32 C -1.29 -2.76 1.84
33 C -4.05 -1.10 -2.06
34 C 2.86 -1.02 4.17
35 C -1.12 2.80 -0.10
36 H 3.03 -1.30 5.21
37 H -0.73 -2.17 2.57
38 H 3.32 1.59 2.07
39 H 0.14 4.55 -0.04
40 H -1.45 -4.91 -1.78
41 H -3.24 1.09 1.15
42 H -3.54 2.50 -1.30
43 H -2.52 -3.84 -0.83
44 H 1.13 -1.68 -1.36
45 H -1.41 -3.78 2.21
46 H -3.59 -1.93 -2.58
47 H -3.23 -2.64 0.88
48 H -3.19 -2.15 2.59
49 H -0.51 -4.77 0.47
50 H 2.03 -2.91 3.63
51 H 3.06 1.23 -2.93
52 H 1.63 2.71 0.55
53 H -4.50 -1.47 -1.13
54 H 0.63 4.12 2.19
55 H -1.55 4.86 0.29
56 H -4.39 1.37 -0.24
57 H -0.76 2.66 3.61
58 H -1.10 2.84 -1.19
59 H -4.38 -0.24 0.80
60 H 0.62 -3.14 -2.88
61 H 0.51 -3.85 -0.64
62 H 3.70 0.95 4.41
63 H -3.85 0.07 2.47
64 H 4.97 0.00 0.71
65 H -4.84 -0.67 -2.68
66 H 5.27 1.52 -3.97
67 H -1.48 0.14 -3.71
68 H -2.14 2.56 0.22
69 H -0.56 -2.38 -3.96
70 H 1.12 2.39 -1.10
71 H -4.83 1.49 -1.95
72 H 1.67 -2.27 1.27
73 H -3.16 0.63 -4.05
74 H -0.93 0.65 2.06
75 H 7.33 1.08 -2.68
76 H -0.91 4.90 2.52
77 H 7.16 0.31 -0.34
78 H 0.66 1.41 2.23
79 H -0.65 -4.13 -3.66
80 H -2.02 1.78 -3.33
81 H -2.07 2.72 2.45
82 H 0.93 -0.21 -2.33

Results
HOMO-LUMO gap (spin up / spin down) = 8.18 / 8.72 eV
2S+1 = 4
Charge = +1
E = -80279.1351 eV
HOMO energy (spin up / spin down) = -10.0489 / -10.6040 eV
LUMO energy (spin up / spin down) = -0.0688 / -0.0691 Eh



Density functional theory data (the ωB97M-V functional and the def2-TZVPD basis) for a structure of composition C4H8Cl2Si.

CARTESIAN COORDINATES (ANGSTROEM)
1 Cl 0.99 0.12 2.84
2 Cl -1.57 0.10 1.27
3 Si 1.05 0.80 0.05
4 C -3.77 -1.15 -1.27
5 C -4.26 -1.32 -2.36
6 C 3.05 0.66 0.34
7 C 0.20 -0.35 1.33
8 H -4.96 -1.42 -3.10
9 H 0.60 0.63 -1.23
10 H 0.87 2.26 0.42
11 H -2.96 -1.02 -0.53
12 H 3.30 0.24 1.32
13 H 3.52 0.16 -0.40
14 H 3.38 1.68 0.22
15 H 0.54 -1.39 1.09

Results
HOMO-LUMO gap = 10.92 eV
E = -37196.7873 eV
HOMO energy = -10.2708 eV
LUMO energy = 0.0239 Eh



Density functional theory data (the ωB97M-V functional and the def2-TZVPD basis) for a structure of composition C5H7CsO4.

CARTESIAN COORDINATES (ANGSTROEM)
1 Cs -5.99 -0.88 2.56
2 O -0.03 -0.81 1.81
3 O -2.18 -1.15 0.74
4 O -2.13 -0.18 2.71
5 O 2.41 1.34 -2.31
6 C -1.56 -0.72 1.74
7 C 0.81 -0.68 -0.50
8 C 0.82 0.85 -0.50
9 C 0.78 -1.29 0.86
10 C 1.12 1.45 -1.89
11 H 0.77 2.52 -1.84
12 H 1.58 1.22 0.22
13 H 1.72 -1.06 -1.01
14 H 0.39 0.95 -2.60
15 H -0.16 1.22 -0.15
16 H -0.05 -1.03 -1.09
17 H 1.70 -1.72 1.28

Results
HOMO-LUMO gap (spin up / spin down) = 1.38 / 1.33 eV
2S+1 = 2
Charge = -1
E = -14032.8895 eV
HOMO energy (spin up / spin down) = -1.3699 / -1.4199 eV
LUMO energy (spin up / spin down) = 0.0002 / -0.0034 Eh



Density functional theory data (the ωB97M-V functional and the def2-TZVPD basis) for the molecule C20H22N4.

CARTESIAN COORDINATES (ANGSTROEM)
1 N -0.90 2.28 -1.27
2 N 1.21 0.80 -0.65
3 N 2.33 -2.47 -2.73
4 N -1.47 0.44 0.30
5 C 0.33 -0.15 3.97
6 C -1.07 -3.11 0.62
7 C 0.15 3.03 -0.63
8 C -1.06 -1.73 0.83
9 C -1.87 1.62 -0.43
10 C -1.59 -3.59 -0.56
11 C 0.78 0.58 -2.02
12 C -1.58 -0.85 -0.14
13 C 0.01 -1.19 3.13
14 C -2.12 -1.35 -1.32
15 C 2.38 0.03 -0.30
16 C -0.60 -0.91 1.91
17 C 1.44 2.21 -0.39
18 C 0.02 1.17 3.62
19 C -0.37 1.55 -2.39
20 C 2.14 -1.49 -0.35
21 C -2.12 -2.72 -1.51
22 C -0.58 1.47 2.41
23 C -0.88 0.43 1.54
24 C 2.23 -2.03 -1.68
25 H -2.71 1.33 -1.08
26 H -2.53 -3.12 -2.43
27 H 0.23 -2.21 3.41
28 H 1.16 -1.72 0.06
29 H 1.75 2.31 0.65
30 H 0.43 -0.45 -2.10
31 H 2.64 0.29 0.73
32 H 0.80 -0.34 4.92
33 H -0.66 -3.78 1.36
34 H 2.26 2.60 -1.03
35 H 0.27 1.97 4.30
36 H 0.00 2.30 -3.10
37 H -1.18 1.00 -2.88
38 H -0.22 3.44 0.30
39 H -0.82 2.49 2.17
40 H 2.90 -1.99 0.26
41 H 0.39 3.88 -1.29
42 H -2.55 -0.70 -2.07
43 H -1.60 -4.65 -0.75
44 H 1.62 0.71 -2.73
45 H 3.24 0.28 -0.95
46 H -2.24 2.36 0.29

Results
HOMO-LUMO gap = 8.53 eV
SMILES string = N#CCCN1CCN(Cn2c3ccccc3c3ccccc32)CC1
E = -27057.5840 eV
HOMO energy = -7.9180 eV
LUMO energy = 0.0225 Eh